Entry from the Open Molecules 2025 dataset: a molecular structure, CH4FN2OTl (ωB97M-V/def2-TZVPD).

Values from the calculation:
- E_LUMO: -16.160 eV
- Net charge: +2
- Multiplicity: 1
- Max |F|: 3.2 eV/Å
- E_tot: -496.71078 Eh
- Gap between HOMO and LUMO: 4.5 eV
- Energy above the lowest of the compared OMol25 structures with the same formula, charge and spin: 0.00 kJ/mol

Last column: Löwdin charge in e.
Atoms and positions in Å:
Tl1 -3.391 1.552 -0.266  1.1519
F1 -2.105 -0.466 1.435  -0.2155
C1 0.387 0.207 -0.303  -0.4791
O1 -0.546 0.979 -0.574  0.0776
N1 0.165 -0.666 0.718  0.5162
N2 1.593 0.173 -0.848  0.3767
H1 0.738 -1.492 0.887  0.2063
H2 -0.810 -0.577 1.055  -0.0035
H3 1.759 0.846 -1.591  0.1924
H4 2.209 -0.557 -0.513  0.1771

Entry from the Open Molecules 2025 dataset: CH4FNP2 in the gas phase (ωB97M-V/def2-TZVPD).

Values from the calculation:
- E_LUMO: -0.335 eV
- Net charge: 0
- Multiplicity: 1
- Max |F|: 3.0 eV/Å
- Structure (SMILES): N=C=[P@H](F)P
- E_tot: -877.70908 Eh
- Gap between HOMO and LUMO: 8.2 eV
- Energy above the lowest of the compared OMol25 structures with the same formula, charge and spin: 320.50 kJ/mol

Last column: Löwdin charge in e.
Atoms and positions in Å:
C1 -0.806 -0.145 0.857  -0.4235
N1 -1.879 -0.203 1.300  0.2218
F1 -0.094 1.764 -0.002  -0.6343
P1 0.712 -0.245 -1.507  0.5175
P2 0.919 0.163 0.612  0.5128
H1 -2.929 -0.386 1.190  0.1729
H2 1.021 1.114 -1.881  -0.1262
H3 2.037 -0.885 -1.752  -0.1316
H4 1.018 -1.175 1.185  -0.1094

Entry from the Open Molecules 2025 dataset: 2 unconnected molecules or ions with the total composition CH4FO3P (ωB97M-V/def2-TZVPD).

Values from the calculation:
- E_LUMO: -0.150 eV
- Net charge: 0
- Multiplicity: 1
- Max |F|: 5.2 eV/Å
- E_tot: -707.15731 Eh
- Gap between HOMO and LUMO: 10.1 eV
- Energy above the lowest of the compared OMol25 structures with the same formula, charge and spin: 372.08 kJ/mol

Last column: Löwdin charge in e.
Atoms and positions in Å:
C1 -0.344 0.175 0.249  -0.4432
O1 2.242 0.245 0.675  -0.0147
O2 0.377 -0.722 -0.421  -0.0768
O3 1.922 -0.458 -0.384  -0.0503
F1 -0.696 1.500 -1.078  -0.4180
P1 -2.065 -0.226 -0.028  0.8765
H1 0.117 0.849 0.892  0.0785
H2 2.195 1.205 0.362  0.1610
H3 -1.720 -1.161 -1.119  -0.0325
H4 -2.028 -1.407 0.853  -0.0805

Entry from the Open Molecules 2025 dataset: 2 unconnected molecules or ions with the total composition CH4FPS2 (ωB97M-V/def2-TZVPD).

Values from the calculation:
- E_LUMO (spin up / spin down): -2.614 / -2.652 eV
- Net charge: 0
- Multiplicity: 1
- Max |F|: 3.2 eV/Å
- E_tot: -1278.03818 Eh
- Gap between HOMO and LUMO (spin up / spin down): 7.2 / 6.8 eV
- Energy above the lowest of the compared OMol25 structures with the same formula, charge and spin: 312.38 kJ/mol

Last column: Löwdin charge in e.
Atoms and positions in Å:
C1 0.161 1.052 -0.024  -0.2940
F1 -1.764 0.070 1.434  -0.3858
P1 -1.112 -0.303 -0.008  0.4326
S1 -2.651 0.263 -1.297  0.2040
S2 1.634 -2.791 -0.298  0.3218
H1 -0.318 2.043 0.071  0.0579
H2 0.818 0.887 0.742  -0.0040
H3 0.638 0.947 -0.943  0.0071
H4 2.593 -2.168 0.324  -0.3397

Entry from the Open Molecules 2025 dataset: a molecular structure, CH4I2N2 (ωB97M-V/def2-TZVPD).

Values from the calculation:
- E_LUMO (spin up / spin down): -1.353 / -1.353 eV
- Net charge: 0
- Multiplicity: 1
- Max |F|: 2.7 eV/Å
- E_tot: -745.28993 Eh
- Gap between HOMO and LUMO (spin up / spin down): 7.4 / 7.4 eV
- Energy above the lowest of the compared OMol25 structures with the same formula, charge and spin: 79.66 kJ/mol

Last column: Löwdin charge in e.
Atoms and positions in Å:
C1 -0.575 0.351 1.020  -0.1794
N1 -0.471 -0.119 -0.326  -0.2943
N2 0.775 0.111 -1.036  -1.0177
I1 2.518 -1.125 -0.416  0.4618
I2 0.679 0.185 -3.084  0.6580
H1 -0.290 1.436 1.014  0.0925
H2 -1.622 0.316 1.260  0.0695
H3 -0.055 -0.091 1.910  0.0793
H4 -0.958 -1.063 -0.343  0.1303

Entry from the Open Molecules 2025 dataset: a gas-phase ion, CH4IN2 (charge +1) (ωB97M-V/def2-TZVPD).

Values from the calculation:
- E_LUMO (spin up / spin down): -3.172 / -8.405 eV
- Net charge: +1
- Multiplicity: 3
- Max |F|: 2.9 eV/Å
- E_tot: -447.34544 Eh
- Gap between HOMO and LUMO (spin up / spin down): 8.7 / 6.7 eV
- Energy above the lowest of the compared OMol25 structures with the same formula, charge and spin: 41.06 kJ/mol
- <S²>: 2.0055

Last column: Löwdin charge in e.
Atoms and positions in Å:
C1 -0.179 0.181 0.096  -0.7213
N1 1.022 0.492 0.465  0.1370
N2 -0.547 -0.899 -0.528  0.1139
I1 -1.931 1.671 0.333  0.9753
H1 1.806 -0.123 0.259  0.1381
H2 1.247 1.355 0.943  0.1196
H3 0.102 -1.635 -0.794  0.1387
H4 -1.519 -1.041 -0.774  0.0988